w) C5H12NO | the ωB97M-V functional and the def2-TZVPD basis

Values from the calculation:
- net charge = -2
- orbital gap (alpha / beta) (eV) = 2.97 / 6.79
- expectation value of S² = 0.75
- multiplicity = 2

CARTESIAN COORDINATES (ANGSTROEM)
C  0.74  -1.53  -1.90
C  -0.36  -0.81  -1.11
N  0.10  0.15  -0.11
C  1.25  -0.17  0.72
C  -1.05  0.65  0.65
C  -0.84  1.92  1.51
O  -0.07  1.85  2.61
H  0.30  -2.32  -2.51
H  1.24  -0.91  -2.66
H  1.45  -1.96  -1.21
H  -0.96  -1.62  -0.66
H  -0.97  -0.24  -1.80
H  2.14  0.40  0.41
H  1.07  0.10  1.75
H  1.52  -1.23  0.69
H  -1.49  -0.16  1.25
H  -1.78  0.95  -0.11
H  -0.44  2.67  0.76
H  -1.88  2.26  1.70

***

x) C5H12NO | the ωB97M-V functional and the def2-TZVPD basis

Values from the calculation:
- net charge = -2
- orbital gap (alpha / beta) (eV) = 2.46 / 6.69
- expectation value of S² = 0.75
- multiplicity = 2

CARTESIAN COORDINATES (ANGSTROEM)
C  -0.14  -0.04  -2.37
O  -1.23  0.26  -1.54
C  1.18  0.47  -1.75
H  -0.25  0.36  -3.39
H  -0.07  -1.15  -2.55
H  2.06  0.22  -2.36
H  1.28  -0.02  -0.71
H  1.09  1.58  -1.64
C  -0.67  1.12  1.41
C  -0.30  -0.35  1.56
C  0.44  -0.88  2.55
N  -0.84  -1.11  0.53
H  -1.62  1.16  0.87
H  0.10  1.61  0.81
H  -0.80  1.68  2.36
H  0.70  -1.90  2.62
H  0.82  -0.25  3.39
H  -1.02  -0.60  -0.44
H  -0.72  -2.13  0.65

***

Energy above the most stable structure, in kJ/mol: w) 23.9; x) 0.0

***

w) C3H6N3P | the ωB97M-V functional and the def2-TZVPD basis

Values from the calculation:
- orbital gap (alpha / beta) (eV) = 7.38 / 7.39

CARTESIAN COORDINATES (ANGSTROEM)
C  1.14  1.30  -0.13
C  -1.93  0.21  -0.21
C  1.05  -1.36  -0.57
N  1.98  0.94  0.75
N  -2.50  1.27  -0.21
N  0.32  -2.39  -0.62
P  0.53  0.16  -1.39
H  0.72  2.31  -0.22
H  -2.00  -0.82  0.08
H  2.03  -1.29  -0.06
H  2.25  1.65  1.42
H  -3.43  1.45  0.17
H  0.69  -3.21  -0.15

***

x) C3H6N3P | the ωB97M-V functional and the def2-TZVPD basis

Values from the calculation:
- orbital gap (alpha / beta) (eV) = 8.10 / 8.10

CARTESIAN COORDINATES (ANGSTROEM)
C  1.10  -0.38  -0.56
C  2.43  -0.07  -0.47
C  0.49  0.32  0.48
N  2.65  0.75  0.55
N  1.48  0.93  1.15
N  -2.89  -0.13  -0.63
P  -2.26  0.36  0.77
H  0.78  -1.20  -1.17
H  3.25  -0.50  -1.14
H  1.41  1.38  2.01
H  -3.16  0.56  -1.41
H  -2.80  -1.07  -0.87
H  -2.49  -0.96  1.29

***

Energy above the most stable structure, in kJ/mol: w) 70.4; x) 0.0

***

w) C5H5FOS | the ωB97M-V functional and the def2-TZVPD basis

Values from the calculation:
- SMILES = C=C(F)C(=C)SC=O
- orbital gap (eV) = 9.95

CARTESIAN COORDINATES (ANGSTROEM)
C  -0.56  -0.92  -0.29
C  -1.01  -2.05  0.27
C  0.57  -0.10  0.20
C  0.73  0.07  1.51
C  0.45  2.15  -1.43
H  -0.36  -2.57  0.97
H  -1.94  -2.52  -0.05
H  1.53  0.70  1.85
H  0.06  -0.33  2.27
H  -0.45  2.09  -0.83
O  0.80  2.97  -2.27
F  -1.32  -0.26  -1.21
S  1.51  0.78  -1.02

***

x) C5H5FOS | the ωB97M-V functional and the def2-TZVPD basis

Values from the calculation:
- SMILES = F[C@@]12CC(=S)O[C@@H]1C2
- orbital gap (eV) = 9.05

CARTESIAN COORDINATES (ANGSTROEM)
C  0.72  0.35  -0.05
C  1.06  -0.77  0.74
C  0.46  -0.87  -0.66
C  -1.65  0.14  -0.24
C  -0.63  1.19  -0.05
H  2.09  -1.11  0.96
H  0.46  -1.31  1.46
H  1.07  -1.39  -1.50
H  -0.43  2.10  -0.71
H  -0.67  1.54  0.92
O  -1.06  -1.02  -0.51
F  1.90  0.97  -0.34
S  -3.30  0.18  0.00

***

Energy above the most stable structure, in kJ/mol: w) 0.0; x) 120.9

***

w) C5H9IN | the ωB97M-V functional and the def2-TZVPD basis

Values from the calculation:
- net charge = +1
- SMILES = C[N@@H+]1CCC=C1I
- orbital gap (eV) = 10.22

CARTESIAN COORDINATES (ANGSTROEM)
C  0.42  -0.65  1.47
C  -0.39  -1.18  0.55
C  0.69  0.80  1.25
C  -0.28  1.14  0.19
C  0.07  -0.35  -1.79
N  -0.64  -0.08  -0.50
I  -1.26  -3.01  0.38
H  0.98  -1.27  2.06
H  0.43  1.34  2.10
H  1.67  0.89  0.95
H  -1.24  1.67  0.50
H  0.13  2.07  -0.35
H  1.11  -0.41  -1.53
H  -0.11  -1.31  -2.16
H  0.01  0.54  -2.36
H  -1.60  -0.18  -0.77

***

x) C5H9IN | the ωB97M-V functional and the def2-TZVPD basis

Values from the calculation:
- net charge = +1
- orbital gap (eV) = 9.99

CARTESIAN COORDINATES (ANGSTROEM)
C  1.44  2.15  -0.49
C  2.30  1.36  -0.26
C  -0.27  -0.13  1.14
C  0.73  -1.71  -0.44
C  0.07  -0.63  -0.18
N  -0.61  0.23  -1.18
I  3.80  -0.01  0.23
H  0.84  3.09  -0.79
H  0.18  0.87  1.26
H  0.16  -0.77  1.97
H  -1.36  0.11  1.37
H  0.91  -2.25  0.49
H  0.87  -2.38  -1.31
H  -1.30  0.57  -0.58
H  -0.80  0.03  -2.12
H  0.13  1.11  -1.22

***

y) C5H9IN | the ωB97M-V functional and the def2-TZVPD basis

Values from the calculation:
- net charge = +1
- SMILES = C=[N+](C)/C(C)=C\I
- orbital gap (alpha / beta) (eV) = 7.60 / 6.80

CARTESIAN COORDINATES (ANGSTROEM)
C  -0.78  1.56  -0.88
C  -1.72  -1.29  -0.39
C  -0.10  -0.56  -0.03
C  0.97  -1.59  0.11
C  1.05  1.27  0.75
N  -0.07  0.80  -0.07
I  -3.46  -0.39  0.12
H  -0.70  2.61  -0.64
H  -1.31  1.14  -1.70
H  -1.75  -2.34  -0.64
H  1.73  -1.04  0.67
H  1.65  -1.88  -0.75
H  0.73  -2.46  0.66
H  0.77  2.30  1.00
H  1.90  1.14  -0.01
H  1.11  0.73  1.80

***

Energy above the most stable structure, in kJ/mol: w) 0.0; x) 232.4; y) 331.4